# 1
Density functional theory data (ωB97M-V/def2-TZVPD) for a 2-piece molecular cluster, C8H15BF3N5O8S2 overall at a distorted geometry.

The HOMO energy comes out at -7.90 eV. Its charge is 0. The value obtained for the LUMO energy is -2.64 eV. For the HOMO-LUMO gap, the calculation gives 5.26 eV.

The geometry in XYZ format:
```
42
Properties=species:S:1:pos:R:3:forces:R:3:mulliken_charge:R:1
C -1.945860 -1.778311 2.009286 1.2388 -0.2822 0.8017 -0.7839
O -2.448497 -0.805109 1.070968 -0.8163 -0.2753 -0.5873 -0.2973
C -3.155344 -1.394826 0.005423 -1.0874 -1.2631 0.8050 -0.6505
N -2.406583 -1.415303 -1.279101 -0.5016 0.6350 0.3938 -0.1071
C -2.062153 -0.336992 -1.950033 0.0844 -1.0720 -0.5048 0.2014
N -1.310014 -0.558889 -3.167281 -0.2072 -0.1193 2.0874 -0.5180
N -2.385462 0.947200 -1.467557 1.8050 0.2239 -2.1724 0.6367
C -1.719276 2.013819 -2.288625 0.8149 0.9943 -0.4943 -0.6215
C -0.205820 2.100012 -1.853422 -0.3351 0.6926 0.5032 -0.7994
S 1.001170 1.725373 -3.196690 0.7697 -0.9835 0.7508 -0.1216
C 2.217236 0.717831 -2.281549 -0.7265 -0.0740 -0.6745 0.5393
N 2.772579 -0.451980 -2.598885 -1.3002 2.9698 1.5328 -0.5082
N 3.552766 -0.720282 -1.495637 0.5546 1.1921 2.2347 -0.2184
C 3.430766 0.260269 -0.587330 0.2439 -1.5075 -1.8177 0.1234
O 2.566161 1.235194 -1.069715 0.6947 -1.4877 -0.4488 -0.2719
O -3.754405 1.169549 -1.466655 -1.8544 -0.5114 1.0457 -0.4992
B -4.152525 1.802414 -0.223975 0.2364 0.9776 0.9885 0.6339
O -4.934702 1.151157 0.732096 1.3759 -0.0601 -1.1641 -0.5323
O -3.693568 3.120946 0.032553 0.5127 -1.9647 -0.0858 -0.5138
H -1.638844 -1.250589 2.952629 -0.3171 -0.2679 -1.1187 0.2524
H -1.018884 -2.258046 1.583101 -0.9663 0.2835 0.4686 0.3435
H -2.697254 -2.549258 2.316279 0.4126 0.6619 -0.5647 0.3380
H -3.363729 -2.466826 0.286032 0.2741 0.9225 -0.6507 0.4549
H -4.158564 -0.938367 -0.188712 1.0931 0.0841 0.3774 0.3939
H -2.158651 -2.333227 -1.654363 0.0253 0.5818 0.1405 0.2947
H -0.323710 -0.610964 -2.849576 -0.0770 0.6418 -0.7856 0.1766
H -1.497918 -1.516656 -3.497303 -0.0868 0.4799 0.1774 0.3260
H -2.173061 3.021368 -2.091506 0.0193 -1.3481 0.2814 0.4406
H -1.868634 1.849809 -3.393620 0.2462 -0.1613 1.1193 0.4049
H 0.007688 3.155129 -1.528636 -0.2253 -1.0802 -0.2533 0.4431
H -0.074285 1.464060 -0.942839 0.2258 0.3853 -0.8619 0.3895
H 3.932722 0.364231 0.418621 -0.6931 -0.1436 -1.0164 0.3976
H -4.373983 1.100801 1.532722 -0.7720 0.1938 -0.0939 0.3353
H -2.836296 3.026848 0.494823 -0.4327 0.5955 -0.1897 0.3294
C 5.887992 -1.075811 4.151232 0.5558 0.1025 0.7371 0.5599
F 5.240997 -0.691273 5.272156 -0.1268 -0.0529 -0.4034 -0.2385
F 6.908952 -0.209547 3.987488 -0.3542 -0.1196 -0.2464 -0.2293
F 6.445551 -2.270899 4.426904 -0.3130 0.1578 -0.3321 -0.2231
S 4.770433 -1.141051 2.675907 -0.8684 -0.4889 -1.2535 1.2120
O 4.258770 0.219541 2.522525 0.3154 0.0062 0.2739 -0.7507
O 3.745267 -2.107316 3.023037 0.3098 0.2236 0.5012 -0.6856
O 5.618971 -1.564026 1.579231 0.2530 0.2575 0.4996 -0.6567
```
Forces are in eV/Å.


# 2
Density functional theory data (ωB97M-V/def2-TZVPD) for a 3-piece molecular cluster, C4H14N4O overall at a distorted geometry.

Its energy relative to the best compared isomer or geometry (same formula, charge and spin) is 6.555 eV. The HOMO energy (alpha / beta) comes out at -6.69 / -6.69 eV. Its charge is 0. The value obtained for the LUMO energy (alpha / beta) is 0.76 / 0.76 eV. For the HOMO-LUMO gap (alpha / beta), the calculation gives 7.45 / 7.45 eV.

The geometry in XYZ format:
```
23
Properties=species:S:1:pos:R:3:forces:R:3:mulliken_charge:R:1
C 1.784445 0.330394 2.063181 -0.1969 -0.0797 0.1012 -0.5630
C -0.474635 1.274142 0.578277 -0.4042 -0.3718 -0.1115 -1.2719
N 1.913850 0.932820 0.739921 0.8661 -0.9447 -1.0237 -0.0103
N 2.400704 0.094917 -0.103067 -0.2253 0.9744 0.9987 -0.6744
H 2.604130 0.607538 -0.966268 -0.0967 0.0988 0.0762 0.2521
H 1.430649 -1.102548 -0.297214 -0.8925 -0.5946 0.0549 0.3852
H 2.780256 0.314978 2.514238 -0.0072 0.0393 -0.0782 0.3343
H 1.126024 0.940596 2.675292 0.0285 0.0180 -0.0393 0.2488
H 1.410810 -0.700741 2.049710 0.0432 0.0760 -0.1479 0.1838
H -1.186766 0.775401 1.237735 -0.3672 -0.1735 -0.1844 0.2052
H -0.087769 2.087393 1.181542 0.5425 0.0739 -0.1436 0.4403
H -0.917939 1.714097 -0.312355 -0.3593 0.0522 0.0656 0.3328
C -0.426189 -0.175775 -2.055265 -0.0589 0.1455 0.1655 -1.0551
C -0.544073 -0.802341 -0.701868 -0.0979 0.2348 0.1863 0.7044
N -2.866522 -0.409606 -0.730205 0.3865 -0.1461 0.1018 -0.5168
O -1.753481 -1.178011 -0.214920 -0.0214 0.3022 -0.1291 -0.2562
N 0.440276 -1.604656 -0.302251 0.6133 0.1825 0.0719 -0.5377
H -3.083970 0.236408 0.026982 0.0657 -0.0456 -0.0432 0.2557
H -3.608284 -1.104793 -0.756265 0.0997 0.0199 0.0310 0.2631
H 0.224563 -2.109947 0.550722 0.0299 0.0844 -0.0485 0.2686
H -0.547116 -0.953580 -2.815625 0.0096 -0.0340 0.0965 0.3648
H -1.186750 0.579013 -2.211051 0.0539 0.0597 0.0141 0.3761
H 0.567787 0.254299 -2.151243 -0.0114 0.0282 -0.0142 0.2702
```
Forces are in eV/Å.